C22H49N2OP3PmSe as an isolated structure at a distorted geometry, computed with wB97M-V/def2-TZVPD.

Values from the calculation:
Net charge: +3
Energy relative to the best compared isomer or geometry (same formula, charge and spin) (kcal per mole): 0.0
Multiplicity: 5
Molecular weight (g mol⁻¹): 674.53
HOMO-LUMO gap (alpha / beta) (eV): 5.7 / 6.2
LUMO energy (alpha / beta) (eV): -9.6 / -9.1

Cartesian coordinates (Å):
Pm: -0.22 -1.01 -0.12
P: 0.12 1.58 1.21
P: -2.69 0.08 -0.53
P: 2.47 -0.56 -0.66
H: -1.55 -3.83 -4.93
C: -0.61 -3.92 -4.36
C: -0.42 -3.58 -3.07
H: -1.09 -2.90 -2.53
C: 0.30 3.17 0.35
C: -1.20 2.00 2.42
C: 1.53 1.63 2.38
C: -3.25 -0.77 -2.04
C: -4.07 -0.18 0.63
C: -2.91 1.82 -1.02
C: 2.70 -1.58 -2.17
C: 3.67 -1.28 0.52
C: 3.35 1.00 -1.04
H: 0.19 -4.42 -4.93
H: 0.42 -4.02 -2.53
H: 0.39 3.97 1.11
H: -0.57 3.37 -0.29
H: 1.20 3.15 -0.28
H: -0.96 2.99 2.84
H: -1.25 1.27 3.24
H: -2.18 2.05 1.93
H: 1.62 2.66 2.76
H: 2.46 1.35 1.87
H: 1.38 0.95 3.23
H: -4.28 -0.46 -2.21
H: -3.19 -1.87 -1.91
H: -2.61 -0.47 -2.89
H: -5.00 0.14 0.13
H: -3.93 0.42 1.54
H: -4.13 -1.24 0.90
H: -3.94 1.90 -1.38
H: -2.19 2.06 -1.82
H: -2.75 2.48 -0.16
H: 3.72 -1.45 -2.56
H: 1.97 -1.29 -2.95
H: 2.52 -2.64 -1.93
H: 4.69 -1.30 0.09
H: 3.36 -2.30 0.79
H: 3.70 -0.69 1.44
H: 4.31 0.76 -1.53
H: 3.54 1.57 -0.12
H: 2.73 1.63 -1.70
C: 0.25 1.12 -5.60
C: -0.46 -0.10 -5.63
C: -0.36 -1.00 -6.68
C: 0.31 -0.65 -7.87
C: 0.98 0.57 -7.90
C: 0.96 1.43 -6.79
Se: -0.07 2.16 -3.98
H: 1.28 2.49 -3.43
H: -1.16 -0.32 -4.83
H: -0.86 -1.97 -6.59
H: 0.29 -1.31 -8.73
H: 1.52 0.85 -8.80
H: 1.51 2.36 -6.89
C: 2.16 -1.97 3.48
N: 1.01 -1.38 4.15
C: 1.27 -0.83 5.49
C: -0.17 -1.26 3.50
O: -0.22 -1.28 2.18
N: -1.35 -1.23 4.18
C: -1.51 -1.10 5.62
C: -2.58 -1.41 3.42
H: 2.73 -2.55 4.23
H: 2.80 -1.17 3.10
H: 1.83 -2.64 2.67
H: 0.79 0.15 5.64
H: 1.00 -1.52 6.30
H: 2.35 -0.68 5.56
H: -2.59 -1.14 5.82
H: -1.06 -1.92 6.20
H: -1.16 -0.13 6.00
H: -3.41 -1.38 4.14
H: -2.68 -0.59 2.69
H: -2.58 -2.38 2.90